Entry from OMol25: 10 unconnected molecules or ions with the total composition C82H178N10O11 in a non-equilibrium geometry (ωB97M-V with the def2-TZVPD basis set).

Structure (ORCA input):
```
! RIJCOSX wB97M-V def2-TZVPD def2/J DEFGRID3
* xyz 0 1
C -21.6154 7.8471 -18.6026
C -22.3801 7.6427 -17.2558
C -22.9154 6.2714 -16.8405
O -24.2079 6.0152 -17.4920
C -24.8414 4.8511 -16.8728
N -21.2960 7.9190 -16.2469
H -22.2297 7.5994 -19.4427
H -20.8055 7.1628 -18.6211
H -21.2295 8.8556 -18.6743
H -23.2490 8.2274 -17.1223
H -22.9398 6.3245 -15.7581
H -22.2155 5.4751 -17.1191
H -25.6276 4.6914 -17.5900
H -25.1755 4.9003 -15.8253
H -24.1425 4.0004 -16.9337
H -20.8526 8.8435 -16.3418
H -21.7041 8.0279 -15.3365
C -28.0371 7.7814 -20.2149
O -27.3101 8.8564 -19.6839
C -26.2192 8.3678 -18.9560
C -25.3765 9.5855 -18.6076
N -26.1012 10.4548 -17.7238
C -25.3415 11.6714 -17.2586
C -26.2272 12.5785 -16.5057
O -25.3729 13.4758 -15.8801
C -26.1991 14.2907 -14.9806
H -28.9080 8.1724 -20.7612
H -28.2292 7.0388 -19.3974
H -27.4548 7.1945 -20.9343
H -25.6536 7.6621 -19.5852
H -26.5542 7.8488 -18.0878
H -24.9725 10.1112 -19.4631
H -24.4410 9.2959 -18.0464
H -27.0547 10.6237 -18.0717
H -24.9373 12.1814 -18.1104
H -24.5595 11.2866 -16.6161
H -26.7453 12.0845 -15.6912
H -26.9147 13.0404 -17.2260
H -26.8050 14.9372 -15.6279
H -25.5024 14.9597 -14.4347
H -26.8597 13.6835 -14.3292
C -27.9830 -0.8577 -12.3316
C -28.3658 -0.0325 -13.5621
C -28.6899 1.4117 -13.2116
C -27.5035 2.1274 -12.6047
C -26.4318 2.1406 -13.6821
C -26.0065 0.7645 -14.1179
N -27.2486 0.0724 -14.5605
O -26.9724 -1.2896 -15.0624
C -25.1855 0.8370 -15.4073
C -25.1055 0.1149 -13.0545
C -29.5430 -0.6968 -14.2389
H -28.8897 -1.0742 -11.7398
H -27.2236 -0.3742 -11.7298
H -27.6438 -1.8136 -12.7954
H -28.9386 1.8893 -14.1875
H -29.5432 1.4491 -12.4871
H -27.1875 1.6061 -11.6863
H -27.9467 3.0972 -12.3632
H -25.5341 2.6331 -13.2896
H -26.8321 2.7368 -14.4930
H -24.6740 -0.0508 -15.7234
H -25.8444 1.0556 -16.2664
H -24.4362 1.5986 -15.2196
H -25.0742 -1.0047 -13.2234
H -24.0432 0.4675 -13.1610
H -25.4730 0.2730 -12.0391
H -30.4484 -0.4261 -13.6117
H -29.4056 -1.7977 -14.3721
H -29.8344 -0.2027 -15.1753
H -26.4218 -1.7633 -14.4445
C -19.0217 7.0135 -21.0372
C -18.7085 7.5886 -22.4181
C -18.5297 6.3938 -23.3894
C -18.4992 6.8162 -24.8624
C -19.8872 7.5222 -25.1997
C -20.0717 8.8170 -24.3398
N -19.9289 8.2777 -22.9709
O -20.4305 9.2884 -22.0701
C -19.0505 9.8591 -24.7599
C -21.5356 9.4134 -24.5778
C -17.4930 8.4795 -22.3435
H -19.0395 7.7113 -20.2084
H -18.2898 6.2283 -20.9134
H -20.0555 6.6310 -21.1073
H -17.6157 5.8357 -23.1521
H -19.3874 5.7457 -23.2673
H -18.2329 5.9262 -25.4324
H -17.7200 7.5519 -25.1070
H -20.7085 6.7646 -25.0945
H -19.9698 7.8201 -26.2016
H -19.4113 10.4065 -25.6025
H -18.6965 10.4787 -23.8982
H -18.1178 9.3276 -25.0553
H -21.7195 9.4341 -25.7005
H -22.2877 8.8274 -24.0913
H -21.5391 10.4296 -24.1616
H -16.8540 8.2206 -21.4828
H -17.6911 9.5101 -22.1343
H -16.8609 8.5545 -23.2347
H -19.7005 9.8973 -21.8657
C -24.6063 5.4717 -12.7836
C -23.9772 5.1698 -11.3896
C -23.6339 3.6672 -11.3336
C -22.4075 3.2843 -12.1809
C -21.2247 4.0393 -11.6653
C -21.5223 5.5717 -11.7474
N -22.7811 5.9149 -10.9607
O -22.9577 7.3076 -11.1471
C -20.3192 6.3054 -11.0004
C -21.4974 6.0142 -13.2647
C -25.0758 5.4057 -10.3568
H -23.9066 5.2327 -13.6378
H -24.8332 6.5088 -12.9270
H -25.5288 4.8120 -12.7660
H -23.4872 3.4132 -10.2736
H -24.5213 3.1277 -11.5997
H -22.6732 3.3746 -13.2420
H -22.2705 2.2058 -11.9007
H -20.4061 3.8396 -12.3054
H -21.0758 3.7330 -10.6109
H -20.3762 7.3458 -11.1231
H -20.2433 5.9826 -9.9982
H -19.4145 5.8834 -11.3991
H -20.6047 6.5907 -13.4806
H -21.5109 5.2136 -13.9219
H -22.3231 6.7043 -13.5413
H -25.4346 6.5000 -10.4793
H -24.6569 5.3371 -9.3492
H -25.8665 4.7399 -10.5266
H -22.7961 7.6276 -10.2523
C -24.0585 2.5338 -20.8911
C -22.9995 3.6041 -20.8299
C -21.8220 3.3517 -21.7788
C -22.1805 3.6783 -23.2118
C -22.5836 5.0983 -23.2432
C -23.7154 5.5192 -22.3450
N -23.3882 5.0249 -21.0167
O -24.4892 5.2122 -20.1548
C -23.7042 7.0510 -22.2993
C -25.0791 4.9161 -22.8604
C -22.3473 3.4769 -19.5017
H -24.2436 2.1382 -21.8959
H -24.9553 2.8190 -20.4042
H -23.7040 1.6848 -20.2360
H -21.0841 4.1400 -21.5131
H -21.3676 2.3531 -21.6922
H -22.9485 2.9763 -23.5717
H -21.3547 3.4446 -23.8547
H -22.8779 5.3975 -24.2385
H -21.8464 5.7800 -22.9194
H -24.4137 7.4462 -21.6334
H -22.7822 7.3418 -21.9699
H -23.9091 7.4238 -23.2828
H -25.4767 5.5736 -23.6708
H -24.9646 3.8866 -23.1740
H -25.7932 5.0802 -22.0751
H -21.8066 2.5403 -19.3889
H -23.1194 3.5276 -18.7556
H -21.7318 4.3271 -19.3437
H -24.0813 5.5463 -19.3397
C -32.4683 7.3363 -14.9976
C -31.1515 6.6612 -15.2010
C -30.3157 7.4120 -16.2876
C -28.8008 7.1228 -16.3677
C -28.1248 7.3007 -15.0399
C -28.8637 6.5243 -13.9666
N -30.3371 6.8737 -13.9675
O -30.9104 5.9899 -13.0063
C -28.6181 4.9971 -14.2178
C -28.3955 6.9678 -12.6002
C -31.3718 5.1564 -15.5911
H -33.1769 7.3131 -15.8263
H -32.2022 8.3701 -14.7113
H -32.9987 6.8943 -14.0992
H -30.8983 7.2276 -17.2283
H -30.3941 8.4780 -16.1550
H -28.4132 7.8549 -17.1410
H -28.5691 6.1174 -16.7238
H -27.9895 8.3227 -14.6541
H -27.1197 6.8403 -15.0690
H -28.7402 4.6336 -15.2309
H -27.6232 4.6367 -13.9049
H -29.2675 4.4373 -13.5848
H -27.2764 7.0430 -12.5956
H -28.8460 7.9139 -12.4452
H -28.7396 6.2622 -11.8279
H -30.6588 4.6498 -16.2409
H -32.2979 5.1767 -16.1959
H -31.6491 4.5149 -14.6876
H -31.2190 6.6591 -12.3559
C -28.0585 0.5285 -19.5853
C -29.1770 1.1052 -18.7552
C -28.5471 1.6583 -17.4734
C -27.8570 3.0027 -17.7768
C -28.8116 3.9929 -18.4641
C -29.4919 3.4050 -19.6884
N -30.0478 2.1103 -19.3419
O -30.7809 1.5630 -20.4521
C -30.7030 4.3221 -20.0887
C -28.4128 3.3738 -20.8619
C -30.2429 0.0232 -18.3729
H -27.6745 -0.3330 -18.9421
H -27.1714 1.1838 -19.6876
H -28.3534 0.1628 -20.5920
H -29.3267 1.8736 -16.7678
H -27.9701 0.8524 -17.1013
H -26.9187 2.9139 -18.3323
H -27.4765 3.3996 -16.8251
H -28.3409 4.9377 -18.8045
H -29.6579 4.2457 -17.8153
H -30.4276 5.3693 -20.2258
H -31.0330 3.9941 -21.0671
H -31.4912 4.1675 -19.2927
H -28.3344 4.3779 -21.1365
H -27.4554 2.9585 -20.5419
H -28.7525 2.7740 -21.6868
H -29.8206 -0.8036 -17.7413
H -30.5957 -0.5640 -19.2471
H -31.1118 0.4310 -17.8883
H -31.7021 1.7939 -20.1179
C -18.7371 3.5512 -18.5936
C -18.8993 3.6990 -17.0620
C -18.0020 2.7314 -16.2738
C -16.5212 3.0619 -16.3690
C -16.3117 4.4293 -15.8299
C -17.2439 5.4875 -16.4364
N -18.6170 5.0350 -16.5145
O -19.4075 5.8795 -17.3240
C -17.2263 6.6160 -15.4476
C -16.7124 6.0318 -17.8406
C -20.3574 3.3249 -16.6952
H -17.7313 3.1377 -18.9454
H -19.0042 4.3823 -19.1957
H -19.3997 2.6823 -18.7546
H -18.4436 2.8092 -15.2914
H -18.1596 1.7227 -16.6616
H -16.2579 3.0744 -17.4294
H -15.8651 2.3300 -15.9639
H -15.2793 4.8378 -16.0066
H -16.3938 4.4924 -14.7152
H -16.1794 6.9271 -15.3806
H -17.7826 7.4124 -15.9131
H -17.6232 6.4482 -14.4419
H -17.4736 6.6543 -18.3883
H -15.7903 6.5831 -17.7563
H -16.5652 5.1820 -18.4788
H -20.6143 2.2967 -16.9535
H -21.0543 4.0580 -17.0895
H -20.4809 3.2668 -15.6110
H -19.8946 6.4589 -16.7475
C -25.4617 9.4477 -11.8038
C -24.8251 10.5197 -12.6379
C -24.9198 11.8168 -11.7957
C -24.1230 12.8704 -12.6591
C -22.6560 12.4558 -12.6677
C -22.4286 11.0896 -13.2939
N -23.3375 10.1424 -12.6996
O -23.2600 8.8874 -13.3336
C -22.5548 11.2789 -14.8447
C -21.0348 10.6495 -12.9503
C -25.4877 10.5511 -13.9672
H -24.8877 9.2490 -10.8636
H -25.5411 8.5365 -12.4149
H -26.5192 9.6585 -11.5557
H -25.9518 12.1329 -11.6337
H -24.3955 11.7090 -10.8504
H -24.2359 13.8313 -12.2074
H -24.4438 12.8867 -13.6810
H -22.3451 12.4185 -11.6466
H -22.0562 13.1892 -13.1669
H -21.6505 11.5606 -15.3417
H -22.8894 10.3705 -15.2828
H -23.2158 12.0907 -15.1160
H -20.3235 11.2837 -13.5252
H -20.7636 10.7015 -11.9062
H -20.8893 9.5914 -13.1655
H -25.3568 9.5330 -14.3946
H -25.1638 11.3258 -14.5896
H -26.6496 10.7093 -13.8237
H -22.9579 8.3635 -12.5730
*
```

Properties
LUMO: 0.5 eV
E_HOMO: -8.20 eV
frontier orbital gap: 8.740 eV
F_max: 3.48 eV/A
structure (SMILES): CC1(C)CCCC(C)(C)N1O.CC1(C)CCCC(C)(C)N1O.CC1(C)CCCC(C)(C)N1O.CC1(C)CCCC(C)(C)N1O.CC1(C)CCCC(C)(C)N1O.CC1(C)CCCC(C)(C)N1O.CC1(C)CCCC(C)(C)N1O.CC1(C)CCCC(C)(C)N1O.COC[C@H](C)N.COCCNCCOC

These are the Mulliken partial charges, in e, on atoms 1 to 99:
1. C -0.9028
2. C 0.9477
3. C 0.7590
4. O 0.8370
5. C -1.0330
6. N 0.2251
7. H 0.0508
8. H -0.3468
9. H 0.8475
10. H -0.6487
11. H -0.2560
12. H -1.0014
13. H 0.1465
14. H -0.1833
15. H 0.0980
16. H 0.2737
17. H -0.8553
18. C -0.4200
19. O -0.6202
20. C 2.0580
21. C -0.0314
22. N 0.0002
23. C 0.0771
24. C -0.6428
25. O -0.3849
26. C -0.8100
27. H 0.4210
28. H -0.0377
29. H 0.1930
30. H -0.6246
31. H -0.4330
32. H 0.3828
33. H -0.7135
34. H 0.2429
35. H 0.6064
36. H -0.6646
37. H 0.2784
38. H 0.5343
39. H 0.3698
40. H 0.2383
41. H 0.2917
42. C -1.7061
43. C 1.7583
44. C -1.2241
45. C -0.6722
46. C 0.2293
47. C 2.0531
48. N 0.9068
49. O -0.6530
50. C -1.3307
51. C -1.5175
52. C -1.5787
53. H 0.4414
54. H 0.2973
55. H 0.3185
56. H -0.3550
57. H 0.7126
58. H 0.6151
59. H 0.5362
60. H -0.6514
61. H -0.7251
62. H 0.4615
63. H -0.0815
64. H 0.2473
65. H 0.2756
66. H 0.3170
67. H 0.3862
68. H 0.3912
69. H 0.3169
70. H 0.1547
71. H 0.3214
72. C -1.5091
73. C 1.5694
74. C -0.8662
75. C -1.0093
76. C -1.0359
77. C 1.0273
78. N 1.2078
79. O -0.5920
80. C -1.4613
81. C -1.2762
82. C -1.6215
83. H 0.6831
84. H 0.6581
85. H -0.7469
86. H 0.5576
87. H -0.0531
88. H 0.4842
89. H 0.3306
90. H -0.0063
91. H 0.6316
92. H 0.4815
93. H 0.1868
94. H 0.2635
95. H 0.3968
96. H -0.0053
97. H 0.3949
98. H 0.3966
99. H 0.3825